DFT (ωB97M-V/def2-TZVPD) results for a single C4H4OS2 molecule.

Summary:
LUMO energy ... -0.063 Eh
SMILES string ... C=C(C=S)C(=O)S
Energy above the lowest of the compared OMol25 structures with the same formula, charge and spin ... 270.62 kJ/mol
Frontier orbital gap ... 7.605 eV
HOMO ... -0.342 Ha

The geometry in XYZ format:
```
11
Properties=species:S:1:pos:R:3:forces:R:3
C -0.315 1.152 -0.783 -4.001 3.180 -0.330
C -0.332 -0.138 -0.076 -0.127 -1.596 0.539
C -0.726 -1.273 -0.697 -0.083 -0.510 3.856
C 0.280 -0.468 1.239 1.170 3.018 3.307
H 1.800 1.822 0.164 -0.907 -0.749 -1.591
H -1.096 -1.381 -1.659 -0.627 -0.058 -1.596
H -0.797 -2.110 0.082 0.212 0.621 -2.114
H 0.092 -1.520 1.487 0.356 0.504 0.176
O -1.331 1.858 -1.109 4.388 -3.426 1.210
S 1.347 1.521 -1.172 1.840 1.683 0.613
S 1.080 0.535 2.525 -2.221 -2.667 -4.070
```
Forces are in eV/Å.

Atomic partial charges in e from the Mulliken method, atoms 1 to 8: C 0.366; C 0.974; C -0.764; C -0.584; H 0.168; H 0.364; H 0.148; H 0.203

=====

DFT (ωB97M-V/def2-TZVPD) results for a single C4H4OS2 molecule.

Summary:
LUMO energy ... -0.015 Eh
Energy above the lowest of the compared OMol25 structures with the same formula, charge and spin ... 463.50 kJ/mol
Frontier orbital gap ... 8.881 eV
HOMO ... -0.342 Ha

The geometry in XYZ format:
```
11
Properties=species:S:1:pos:R:3:forces:R:3
C 0.831 0.500 -0.255 -0.645 -1.503 -1.118
C 2.506 0.760 -0.391 -3.515 1.090 0.394
C -0.085 0.749 0.919 2.286 -2.449 4.704
C 0.373 -0.729 -1.174 -0.800 -0.048 4.741
O -0.526 1.276 -0.186 1.208 2.207 -3.228
S 3.174 -0.622 -0.828 0.329 0.624 0.216
S 1.603 -1.946 -0.987 0.331 -2.088 -0.566
H -0.650 -0.199 1.349 1.036 1.932 -0.617
H 0.363 1.474 1.736 -1.083 -1.399 -1.417
H -0.508 -1.216 -0.583 1.194 1.061 -1.409
H 0.116 -0.480 -2.150 -0.340 0.572 -1.700
```
Forces are in eV/Å.

Atomic partial charges in e from the Mulliken method, atoms 1 to 8: C 0.502; C -0.456; C -0.230; C -0.493; O -0.368; S 0.095; S -0.157; H 0.210

=====

DFT (ωB97M-V/def2-TZVPD) results for a single C4H4OS3 molecule.

Summary:
LUMO energy ... -0.039 Eh
SMILES string ... C=C(C(=O)S)C(=S)S
Energy above the lowest of the compared OMol25 structures with the same formula, charge and spin ... 258.92 kJ/mol
Frontier orbital gap ... 7.691 eV
HOMO ... -0.322 Ha

The geometry in XYZ format:
```
12
Properties=species:S:1:pos:R:3:forces:R:3
C 1.080 -0.473 0.270 -2.459 1.543 2.731
C -0.045 0.527 0.073 0.430 1.799 -1.457
C 0.174 1.908 -0.036 -2.352 -2.998 -0.259
C -1.424 -0.110 -0.006 -3.809 2.899 -0.016
H 3.130 -1.111 0.078 -1.056 0.253 -2.190
H 1.213 2.220 -0.045 -0.290 0.395 0.004
H -0.752 2.584 -0.163 1.917 -1.055 0.387
H -2.665 -2.501 -0.792 2.251 1.544 0.845
O -2.446 0.641 0.080 4.023 -4.046 -0.505
S 2.196 -0.706 -0.984 2.082 -0.816 2.441
S 0.854 -0.945 1.873 1.527 -0.424 -1.645
S -1.313 -2.035 -0.348 -2.264 0.906 -0.335
```
Forces are in eV/Å.

Atomic partial charges in e from the Mulliken method, atoms 1 to 8: C -0.195; C 0.433; C -0.841; C 0.506; H 0.202; H 0.326; H 0.275; H 0.183

=====

DFT (ωB97M-V/def2-TZVPD) results for a molecular structure, C4H4OV.

Summary:
Total charge ... +3
LUMO energy (spin up / spin down) ... -0.574 / -0.636 Eh
Multiplicity ... 5
Frontier orbital gap (spin up / spin down) ... 9.507 / 7.735 eV
HOMO (spin up / spin down) ... -0.923 / -0.920 Ha

The geometry in XYZ format:
```
10
Properties=species:S:1:pos:R:3:forces:R:3
H 0.224 -0.565 -1.289 -0.805 1.584 0.075
C -2.592 0.316 -0.023 0.084 -0.014 -0.195
C -1.361 0.302 -0.211 -0.959 -0.249 0.217
C 0.031 0.267 -0.447 1.482 -1.631 -1.017
C 0.860 -0.617 0.441 -1.452 1.176 2.046
O 2.071 -0.452 0.553 -1.522 -1.070 -0.237
H -3.672 0.310 0.092 -0.106 0.055 0.078
H 0.466 1.256 -0.679 -0.056 -0.528 -0.318
H 0.348 -1.284 1.159 0.252 -0.518 -0.606
V 3.627 0.467 0.406 3.081 1.195 -0.043
```
Forces are in eV/Å.

Atomic partial charges in e from the Mulliken method, atoms 1 to 8: H 0.382; C 0.386; C -0.148; C -0.240; C 0.058; O -0.575; H 0.438; H 0.406

=====

DFT (ωB97M-V/def2-TZVPD) results for a molecular structure, C4H4OY.

Summary:
Total charge ... +3
LUMO energy (spin up / spin down) ... -0.511 / -0.535 Eh
Energy above the lowest of the compared OMol25 structures with the same formula, charge and spin ... 0.00 kJ/mol
Frontier orbital gap (spin up / spin down) ... 7.896 / 5.710 eV
HOMO (spin up / spin down) ... -0.802 / -0.745 Ha

The geometry in XYZ format:
```
10
Properties=species:S:1:pos:R:3:forces:R:3
H 0.820 1.072 -0.459 -1.779 -0.350 1.701
C 1.628 -0.264 -1.095 0.213 -2.330 -1.280
C 0.635 -0.827 -0.272 1.379 1.001 3.329
C -0.037 0.266 0.362 1.611 0.866 -3.857
C -1.236 0.584 0.672 -2.612 -0.032 1.322
O -2.354 0.792 1.032 1.580 -0.017 -0.219
Y -4.296 0.781 2.478 -0.069 0.158 -0.105
H 1.337 -0.023 -2.120 0.052 1.020 -0.069
H 2.622 -0.706 -0.973 0.259 0.497 -0.122
H 0.880 -1.674 0.375 -0.634 -0.813 -0.700
```
Forces are in eV/Å.

Atomic partial charges in e from the Mulliken method, atoms 1 to 8: H 0.467; C -0.632; C 0.281; C -0.687; C 1.005; O -0.435; Y 1.935; H 0.434

=====

DFT (ωB97M-V/def2-TZVPD) results for 2 unconnected molecules or ions with the total composition C4H4P6.

Summary:
LUMO energy ... -0.039 Eh
Energy above the lowest of the compared OMol25 structures with the same formula, charge and spin ... 0.00 kJ/mol
Frontier orbital gap ... 7.416 eV
HOMO ... -0.311 Ha

The geometry in XYZ format:
```
14
Properties=species:S:1:pos:R:3:forces:R:3
C -0.110 2.641 1.801 1.552 -3.001 -2.337
C -0.816 -3.417 -1.063 1.913 -0.690 -0.928
C 0.724 0.868 0.284 -0.863 -4.341 -2.691
C 0.386 -1.105 -0.747 1.685 2.811 1.685
P -0.112 0.894 1.754 -0.561 1.944 1.486
P 0.384 -3.476 -2.365 -1.689 0.190 1.857
P 1.035 2.031 -0.821 0.901 0.502 -1.878
P 1.414 -1.584 -1.987 -0.554 0.563 0.314
P -0.560 -2.172 0.292 0.962 -1.750 -1.793
P 0.939 3.511 0.680 -0.829 0.422 0.272
H -0.262 3.168 2.630 -1.373 1.917 3.633
H -1.341 -4.398 -1.016 -0.005 1.055 0.412
H -1.741 -1.530 0.301 -1.574 0.769 0.075
H 0.061 4.568 0.258 0.436 -0.393 -0.106
```
Forces are in eV/Å.

Atomic partial charges in e from the Mulliken method, atoms 1 to 8: C -0.474; C -0.358; C 0.272; C 0.064; P -0.084; P -0.065; P -0.101; P -0.097

=====

DFT (ωB97M-V/def2-TZVPD) results for a single C4H4S molecule.

Summary:
LUMO energy ... 0.030 Eh
SMILES string ... C#C[C@H]1CS1
Energy above the lowest of the compared OMol25 structures with the same formula, charge and spin ... 437.80 kJ/mol
Frontier orbital gap ... 9.540 eV
HOMO ... -0.320 Ha

The geometry in XYZ format:
```
9
Properties=species:S:1:pos:R:3:forces:R:3
C 1.941 -0.675 -0.237 -1.636 -0.022 1.370
C 0.976 -0.596 0.627 5.422 0.367 -5.058
C -0.371 -0.056 0.834 1.682 -1.462 -0.544
C -0.913 0.559 -0.355 -4.096 3.729 1.411
H 2.875 -0.766 -1.166 -3.487 0.150 3.872
H -0.758 0.286 1.757 0.235 0.286 0.908
H -1.602 1.490 -0.107 0.910 -2.057 -0.227
H -0.566 0.804 -1.291 2.029 -0.203 -1.687
S -1.582 -1.045 -0.062 -1.058 -0.788 -0.045
```
Forces are in eV/Å.

Atomic partial charges in e from the Mulliken method, atoms 1 to 8: C -0.085; C -0.436; C -0.150; C -0.530; H 0.301; H 0.454; H 0.191; H 0.370

=====

DFT (ωB97M-V/def2-TZVPD) results for a molecular structure, C4H4S.

Summary:
LUMO energy ... -0.008 Eh
Energy above the lowest of the compared OMol25 structures with the same formula, charge and spin ... 427.66 kJ/mol
Frontier orbital gap ... 9.391 eV
HOMO ... -0.353 Ha

The geometry in XYZ format:
```
9
Properties=species:S:1:pos:R:3:forces:R:3
C -0.446 1.245 0.000 3.093 -0.428 -0.976
C 1.037 -1.064 -0.013 -0.988 1.507 -1.726
C 2.607 -1.039 0.002 -1.811 2.196 -1.186
C 0.686 0.494 0.001 0.355 -0.790 0.643
S 2.492 0.704 0.009 0.238 -0.209 0.269
H -1.336 0.728 -0.189 -1.384 -0.739 0.212
H -0.482 2.324 -0.178 0.321 -0.357 0.463
H 0.343 -1.493 -0.782 1.364 -0.460 0.330
H 0.936 -1.612 0.868 -1.186 -0.720 1.972
```
Forces are in eV/Å.

Atomic partial charges in e from the Mulliken method, atoms 1 to 8: C -0.582; C -0.432; C -0.330; C 0.178; S 0.001; H 0.283; H 0.266; H 0.323